[1]
This record from OMol25 describes a molecular structure, C33H50BN4O2OsSe in a non-equilibrium geometry. The level of theory is wB97M-V/def2-TZVPD.

Last column: Mulliken charge in e.
Cartesian coordinates (Å):
H -2.6888 -1.2292 -2.1096  0.590
H 1.4742 2.0707 -0.8635  -0.834
C -0.6589 -1.8097 -0.3648  0.109
C -2.6471 3.8963 1.2008  0.720
H 0.7294 -0.1056 -1.7938  -1.154
H 3.9079 -3.1558 4.8898  0.305
N 2.3888 -2.7719 3.5181  -0.147
C 0.4698 -4.3174 -0.1112  -1.654
H 0.9761 3.6386 -4.2803  0.473
H -0.7187 5.0187 -3.7095  0.367
H -2.6949 -1.3474 1.2061  -0.433
C -2.5665 -2.4304 1.2031  1.304
H -1.1778 -4.7671 1.1799  0.415
H 4.0400 3.4536 0.0915  0.473
C -1.1128 4.7586 -2.7340  -0.774
H 1.3843 1.9276 -4.1744  0.360
H -0.9092 4.8666 2.0545  0.398
H 0.8886 -5.3146 -0.0456  0.534
Os 0.3323 0.5593 1.5970  0.460
H 3.9731 1.8683 -0.7032  0.252
C -2.5071 -2.8979 2.6616  -1.518
H -4.3685 2.6903 0.6589  0.405
C -1.5536 5.7586 -1.8865  -1.493
H 1.7165 -6.0810 3.3647  0.401
Se -1.0345 0.6072 3.3190  -0.264
C -0.5424 2.4031 -3.3071  2.066
H 1.5613 -4.1541 4.8435  0.270
C 0.5406 -2.0883 -1.0357  0.297
H -2.5679 -3.9860 2.7373  0.384
H -0.8930 1.5231 -5.2525  0.437
H -1.5066 6.7969 -2.1890  0.396
C 3.8231 -2.9483 3.8232  -0.670
C -1.4550 3.9267 2.1642  -0.941
B -0.9712 0.7486 -0.0284  0.920
H 2.4891 2.3060 1.7915  0.201
N -1.2840 -0.5437 -0.6047  0.643
H 1.5465 3.5998 0.0113  0.364
H -3.0650 1.7479 1.3868  0.005
O 3.5733 -5.2943 3.3627  -0.402
H 1.6232 -0.7231 -4.0274  0.456
H 4.2649 -3.9340 1.9612  0.282
C 2.1964 -5.1574 3.0461  -0.541
C 4.3276 -4.1403 3.0373  -0.454
H 4.3692 -2.0370 3.5901  0.447
C -0.6985 -4.0084 0.5704  -0.362
C -3.5831 2.7047 1.4167  -1.294
C -2.2748 -0.3925 -1.5698  -0.649
H 2.7871 -0.6017 -0.4636  0.232
H -0.7660 3.1134 1.9513  -0.280
H -3.2374 4.7875 1.4225  0.703
C 1.0929 -3.3575 -0.8915  -0.097
N 1.6079 -0.9778 2.0325  -0.656
H -3.2700 1.3936 -2.3373  0.727
H 3.1421 -0.0641 -2.1184  0.425
H 3.4757 3.3247 -1.5775  0.383
C -1.6857 3.0885 -1.0892  0.218
C 2.0505 2.6453 -0.1442  1.198
C 3.4724 2.8318 -0.6042  -1.398
H 2.0102 -3.6070 -1.4131  0.474
H -4.0603 2.7940 2.3954  0.412
N -1.7818 1.6694 -0.7981  0.728
C -3.7716 -3.0635 0.4996  -1.419
H -0.5298 1.4232 -2.8297  -0.759
H -1.3582 3.2255 -5.1467  0.375
H 5.3617 -4.3568 3.2972  0.369
H 0.0711 -1.5098 -3.7052  0.392
H 0.5516 -3.8026 3.4238  -0.032
H -2.3777 1.9850 -4.4159  0.316
H -1.7819 3.8348 3.2041  0.383
C 2.6976 -0.8645 -1.5217  -1.577
H -4.6913 -2.8265 1.0384  0.433
H 1.4932 2.9586 -2.7400  0.117
H 3.2868 -1.7682 -1.6915  0.398
C 1.2330 -1.0633 -1.9217  1.969
C -2.5646 0.9157 -1.6764  -1.460
C -1.2825 -2.7493 0.4600  0.138
C 1.1167 -1.4572 -3.3959  -1.767
H -1.5838 -2.5647 3.1433  0.116
O 1.9997 1.8668 1.0866  -0.348
C 1.5694 -3.9786 3.7678  -0.094
C -2.1255 4.0881 -0.2145  -0.134
H -3.8768 -2.6994 -0.5232  0.274
H -2.3721 6.1955 0.0353  0.458
C 0.9138 2.7569 -3.6399  -1.460
H 1.5745 -2.4325 -3.5767  0.364
C -2.0370 5.4145 -0.6386  -1.025
C -1.1559 3.4227 -2.3516  0.765
C 1.9751 -1.8343 2.7228  0.589
C -1.3437 2.2775 -4.6037  -1.719
H 2.0664 -5.0384 1.9643  0.329
H -3.3450 -2.4803 3.2226  0.444
H -3.6671 -4.1506 0.4664  0.349

2S+1 = 1
HOMO energy (spin up / spin down) = -10.273 / -10.269 eV
LUMO level (spin up / spin down) = -4.14 / -4.20 eV
ΔE to the lowest compared entry with this formula, charge and spin = 97.30 kJ/mol
Charge = +1
Gap between HOMO and LUMO (spin up / spin down) = 6.1 / 6.1 eV

***

[2]
This record from OMol25 describes a molecular structure, C33H50Cl5N7O4S2ScSi2Te. The level of theory is wB97M-V/def2-TZVPD.

Last column: Mulliken charge in e.
Cartesian coordinates (Å):
C 3.2150 -2.9705 3.0892  -1.673
N -3.1703 -0.0731 -2.7176  -0.410
H 4.0477 4.4010 -4.2377  0.429
H 0.1330 2.8905 -5.1006  0.429
C -2.1080 -1.7082 2.0020  0.260
H -2.1062 -4.8026 2.9971  -0.124
H -0.5576 -6.0167 1.7683  0.237
O 3.4083 -3.1059 0.3897  -0.507
H -2.1290 -6.7999 1.5125  0.312
H 2.8149 -0.7120 -3.0913  0.311
H -3.0312 -1.7359 1.4203  0.924
H 2.0385 4.3515 -5.6784  0.410
C -2.0850 -3.9585 -0.2016  -0.482
C 3.2732 2.9719 -2.8456  -0.633
H 1.8680 0.7597 4.1671  0.386
H 3.4642 -2.9306 -0.5568  0.307
H 0.5313 -6.1757 -2.1223  0.409
C 1.0568 2.1230 -3.3229  0.194
N 2.7679 -1.9690 0.8622  0.531
H -2.6492 2.4344 -2.8385  0.215
H 0.2261 1.4897 -3.0398  0.325
H 0.5255 -1.9349 -5.9976  0.263
H 1.1475 -5.5284 -0.6009  0.397
N -1.1299 -4.1635 -4.4637  -0.287
H 6.7075 -2.0550 -1.8891  0.413
C 0.3554 -5.4206 -1.3485  -0.911
H 4.7849 -2.1761 -3.4417  0.435
H 3.4890 -3.8762 2.5644  0.478
H 2.0515 -0.8673 4.8328  0.319
H -3.2988 0.3016 -3.6426  0.232
H -3.4739 -6.7102 -1.2470  0.316
H -3.3448 -0.3739 4.6667  0.319
C 1.9365 -0.7743 2.6956  0.486
Si -2.3167 -2.4318 3.7317  0.016
Si -1.3328 -5.6513 -0.5505  0.482
C 2.1912 2.1586 -2.5332  0.375
H 3.4289 -0.0908 4.0580  0.462
C 4.7307 0.2914 -0.4623  -0.181
H -1.8646 -0.6485 2.1448  -0.782
C -2.0081 3.4949 1.6529  0.731
H -2.9289 -4.0726 0.4846  0.434
C -0.6797 -2.2686 4.6183  -0.523
H -1.7199 2.4590 -1.3581  -0.169
O -0.4907 2.4699 0.1416  0.724
H 4.6939 0.9749 0.3789  0.494
H -2.9317 -4.6847 4.5539  0.448
C 3.2131 3.7608 -3.9826  -0.756
C -0.3031 4.7930 0.6017  0.272
C -1.1589 -6.5882 1.0544  -1.098
C 2.6679 -1.9421 2.1350  -0.210
C -2.4883 -6.5835 -1.7043  -1.122
H -2.0921 -7.5808 -1.9213  0.334
H 4.1016 -2.5847 3.5996  0.313
N 0.9719 -0.3241 2.0059  1.265
H 4.1531 2.9876 -2.2112  0.419
H -0.6536 -7.5436 0.8839  0.389
C 3.6625 0.2130 -1.3392  0.595
H -1.2102 -3.8383 -7.2357  0.344
H -2.9727 -1.0628 -2.6739  0.118
C -0.4337 -3.0266 -4.6425  0.002
H 6.6775 -0.4751 0.0082  0.449
H -4.5908 -1.4943 4.0965  0.330
C 5.8348 -0.5262 -0.6687  -0.656
N 0.0305 -2.8021 -5.8769  -0.094
H 0.3116 -4.6680 -6.8274  0.332
Cl 0.0280 7.4286 1.0230  -0.179
N -2.3170 1.9680 -2.0138  -0.064
Cl -2.7692 1.9464 1.8480  -0.142
O -2.1017 0.1141 -0.7469  -0.138
C -3.6283 -1.4294 4.6121  -1.130
C -0.9164 3.5440 0.7819  -0.966
S 2.2297 1.2230 -1.0079  0.267
H 0.9278 -0.4070 -1.7264  -0.776
S -0.1770 -1.9320 -3.3745  -0.068
C 2.0821 3.7308 -4.7926  -0.533
C -0.1519 -3.6958 -7.0079  -1.098
Sc -0.5179 0.4988 0.6137  -0.558
H -1.1567 -4.8869 -5.1603  0.268
C -0.7555 5.9220 1.2727  0.118
H -3.8098 -4.3058 3.0694  0.309
H -1.3597 -4.4139 -3.5171  -0.095
H 0.3254 -3.2575 -7.8785  0.355
C -2.8382 -4.2217 3.5673  -0.654
H -2.6472 -6.0752 -2.6620  0.346
H 2.4776 -3.2073 3.8576  0.320
O 0.2363 0.7277 2.4573  -0.674
H -2.4300 -3.4414 -1.0997  0.279
C -2.4728 4.6112 2.3314  0.077
H -0.7640 -2.6181 5.6515  0.562
C -1.8429 5.8369 2.1449  0.454
H 0.1016 -2.8512 4.1234  -0.067
Te -0.6456 -2.7306 0.8005  -0.475
Cl 1.0267 4.8676 -0.4918  -0.166
C 5.8488 -1.4143 -1.7337  -0.462
C 1.0106 2.9123 -4.4663  -0.784
C 4.7641 -1.4872 -2.6063  -0.798
Cl -3.8184 4.4692 3.3876  -0.186
H 0.4689 -4.4329 -1.8084  0.092
C 2.3436 -0.2026 4.0164  -1.790
C 3.6633 -0.6668 -2.4145  -0.578
C -2.5075 0.6618 -1.7984  0.383
Cl -2.4022 7.2308 2.9784  -0.184
H -0.3768 -1.2174 4.6372  0.113
N 0.9589 0.2734 -0.9718  1.218
H -3.7743 -1.7874 5.6355  0.360

2S+1 = 1
HOMO energy = -10.026 eV
LUMO level = -1.98 eV
ΔE to the lowest compared entry with this formula, charge and spin = 43.68 kJ/mol
Charge = +1
Gap between HOMO and LUMO = 8.0 eV

***

[3]
This record from OMol25 describes a molecular structure, C33H50GeN3O2SiTi in a non-equilibrium geometry. The level of theory is wB97M-V/def2-TZVPD.

Last column: Mulliken charge in e.
Cartesian coordinates (Å):
H 3.7975 2.6516 0.8575  0.591
H -0.6856 3.9162 -4.9542  0.076
C -1.2155 0.3026 2.0877  1.082
H -0.7186 -3.3755 2.9152  0.585
O -2.7165 -3.4943 4.3457  -0.693
H -3.1255 0.1004 3.0735  0.586
H -2.8595 2.2581 3.0728  0.507
H 4.3280 0.7170 -4.2581  0.321
C 1.4317 -2.0999 1.5181  0.793
C 4.8543 1.6727 -1.6010  -1.810
C -0.9826 4.4481 1.3143  -0.883
H 3.6214 4.0717 -0.7489  0.534
H -1.5715 3.2999 -1.8083  1.068
C 3.4245 -1.5592 0.5088  -0.335
C 3.3282 1.7986 0.3643  -1.700
H -0.1586 2.9344 -2.7640  0.019
H -2.8301 0.9128 0.1693  -0.544
H 3.8025 0.9000 0.7401  0.507
C 3.0628 3.4406 -1.4477  -1.751
C 0.8861 0.8435 -4.7555  -1.776
C 2.1984 1.3168 -4.1101  2.873
H 3.3235 3.7551 -2.4494  0.404
H -3.0841 2.6291 -3.5849  0.529
H 1.7816 -1.1981 -3.2027  0.522
H 3.1945 -0.5752 -4.6665  0.339
H -3.7908 0.4376 -2.6805  0.282
C -2.7345 0.3616 -0.7663  0.403
N 2.1591 -1.2288 0.7938  0.517
C -2.0908 5.1961 -3.9340  -1.211
H -1.0011 -0.2185 -2.8528  -0.194
H 3.4380 0.7650 -5.7748  0.537
H -0.8604 5.4974 1.0851  0.519
H -1.9185 6.0731 -4.5585  0.436
C -2.0233 2.6522 -3.8372  -0.986
C -1.9875 3.9975 2.1496  -0.736
H 1.7241 -1.4812 -1.4911  0.681
H 5.0426 2.0085 -2.6219  0.368
C -2.0940 2.6417 2.4131  -0.576
H 0.9776 0.9479 -5.8428  0.619
C 1.9380 -3.3121 1.9464  -0.831
H 2.2766 2.8513 -5.6078  0.552
Ti 0.8092 0.6466 0.0979  -0.967
C -1.1799 2.5985 -2.5516  -0.713
C -3.1458 -2.5273 3.6974  0.341
H -3.7847 2.7546 -1.3941  -0.020
C 3.4079 1.9683 -1.1716  2.363
H -5.2614 2.2696 -2.1936  0.486
H 0.0410 1.4465 -4.4401  0.193
C -0.1301 3.5221 0.7546  -0.099
H -4.6617 1.8931 0.7970  0.115
C -5.3263 2.0844 -0.0514  -1.278
C 0.0775 -1.6275 1.9126  0.497
H 5.0455 -2.9372 0.6701  0.483
H 1.6510 3.4498 -4.0745  0.396
H -1.8514 1.7626 -4.4482  0.540
H 5.5497 2.2102 -0.9450  0.475
C 2.2644 -0.9472 -2.2603  -1.439
Ge -1.0632 0.8233 -1.7034  1.139
C -3.9879 0.6116 -1.6190  -1.054
C 3.2507 -3.6333 1.6488  -0.669
H 0.6450 -0.1999 -4.5534  0.279
C 2.3914 2.7813 -4.5210  -2.252
H -2.6292 -0.6897 -0.4925  0.316
H -2.3113 3.8476 -5.5978  0.464
H 3.6754 -4.5689 1.9897  0.454
C -1.1986 1.7700 1.8308  -0.161
H 3.2867 -1.3339 -2.2813  0.323
H -5.7761 3.0664 0.1036  0.409
C 3.3596 0.4997 -4.7147  -1.704
H 0.6520 3.8274 0.0788  0.162
O -4.2664 -2.0070 3.5648  -0.689
C -0.8558 -2.3438 2.6149  -1.214
C -1.7437 3.9047 -4.6662  -0.469
Si 2.1755 0.9290 -2.2517  -0.992
H 3.9823 -0.8605 -0.0961  0.625
C -2.1999 -0.3646 2.7556  -0.646
H -4.7435 -0.1258 -1.3308  0.598
H -2.6833 4.6953 2.5974  0.490
C -4.5810 2.0053 -1.3807  0.024
C 4.0138 -2.7349 0.9228  -1.372
H 2.3111 1.8321 0.7754  0.285
C -2.0447 -1.7309 3.0054  -0.383
H 3.3889 3.1573 -4.2915  0.481
H 2.0013 3.6624 -1.3199  0.072
H 5.1143 0.6117 -1.5476  0.368
H -1.4922 5.3217 -3.0272  0.215
H -3.1442 5.2028 -3.6390  0.286
N -0.2262 2.2061 1.0048  0.730
H -6.1256 1.3422 -0.0070  0.379
H 1.3186 -3.9852 2.5222  0.455
N -0.1289 -0.3373 1.5963  0.452

2S+1 = 3
HOMO energy (spin up / spin down) = -10.308 / -10.311 eV
LUMO level (spin up / spin down) = -4.52 / -4.67 eV
Charge = +1
Gap between HOMO and LUMO (spin up / spin down) = 5.8 / 5.6 eV